<1>
DFT (ωB97M-V/def2-TZVPD) results for 2 unconnected molecules or ions with the total composition C3H9NO3.

ORCA input file:
```
! RIJCOSX wB97M-V def2-TZVPD def2/J DEFGRID3
* xyz 0 1
H -0.2430 1.0746 0.9209
C 1.7644 0.0785 0.7052
H -0.0283 -2.4342 -0.5691
H 2.1883 -1.2279 -0.7750
C 0.1007 -1.3761 -0.3523
O -3.1027 1.0419 -0.2661
O -0.4930 -0.5830 -1.3712
H 0.9339 1.7469 -0.2542
H -3.3053 1.1526 0.6560
H -0.4408 -1.1271 0.5578
H -0.0202 -0.7662 -2.2120
C 0.8093 1.2282 0.7004
N 1.4843 -1.0648 -0.0673
H 1.1277 1.9480 1.4595
H -3.5303 0.2166 -0.5311
O 2.7550 0.0920 1.3987
*
```

## Properties
Frontier orbital gap (eV): 10.355
SMILES: CC(=O)NCO.O
HOMO (eV): -9.8


<2>
DFT (ωB97M-V/def2-TZVPD) results for a molecular structure, C3H9NO3.

ORCA input file:
```
! RIJCOSX wB97M-V def2-TZVPD def2/J DEFGRID3
* xyz 0 1
H 0.3988 0.0215 1.2723
C 1.3377 0.6615 -0.4449
O -1.2184 1.8308 0.0634
O -1.3860 -0.2124 -0.8611
H -2.6633 0.4069 0.5983
N 1.2035 -0.2367 0.4939
H -0.8714 0.0945 1.2568
H 1.6058 -1.8734 -0.7685
C -1.6540 0.4952 0.1674
H -0.0462 0.0603 -1.6330
H -1.8120 2.4164 0.5570
H 1.4883 -2.2444 0.9634
H 1.5504 1.6831 -0.1372
H 0.0154 -1.9203 0.0022
C 1.0642 -1.6543 0.1516
O 0.9871 0.4713 -1.6816
*
```

## Properties
Frontier orbital gap (eV): 8.696
HOMO (eV): -8.5


Computed stability ranking, most favorable first: <1>, <2>


<1>
DFT (ωB97M-V/def2-TZVPD) results for a molecular structure, C2H5N4.

ORCA input file:
```
! RIJCOSX wB97M-V def2-TZVPD def2/J DEFGRID3
* xyz 1 1
N 2.3751 0.0819 -0.0085
H 2.7401 -0.6997 0.7164
C 0.1400 -0.3957 -0.3059
H 2.8032 -0.0012 -0.9715
H -0.7459 2.3213 0.0717
C -1.2109 0.2810 -0.1146
H -0.1366 -2.5120 -0.0504
N -1.8099 -0.9100 -0.1516
N -0.4615 -1.5385 -0.1923
H -2.2595 1.8732 0.7409
N -1.4340 1.4996 0.2659
*
```

## Properties
Frontier orbital gap (spin up / spin down) (eV): 7.960 / 7.757
HOMO (spin up / spin down) (eV): -14.2 / -14.3


<2>
DFT (ωB97M-V/def2-TZVPD) results for a gas-phase ion, C2H5N4 (charge +1).

ORCA input file:
```
! RIJCOSX wB97M-V def2-TZVPD def2/J DEFGRID3
* xyz 1 1
H 1.8417 -1.4124 1.2967
H 2.6569 -1.1879 -0.3572
H -3.7632 0.1265 0.2827
N -1.1132 1.3216 -0.0500
N 1.1854 0.1512 0.0954
N -2.0584 0.7236 -0.1201
C 0.6839 1.0984 -0.3244
C 1.6738 -1.1780 0.3029
H 1.0008 2.0827 -0.7219
N -2.9962 0.0492 -0.3129
H 0.8885 -1.7749 -0.0912
*
```

## Properties
Frontier orbital gap (eV): 10.136
SMILES: C/N=C\N=[N+]=N
HOMO (eV): -15.1


Computed stability ranking, most favorable first: <2>, <1>


<1>
DFT (ωB97M-V/def2-TZVPD) results for 2 unconnected molecules or ions with the total composition C2H5N4.

ORCA input file:
```
! RIJCOSX wB97M-V def2-TZVPD def2/J DEFGRID3
* xyz 1 1
H -0.6075 -2.2108 -1.5141
N -0.3964 1.5296 -1.7801
H -0.0637 0.9053 -2.5110
H 1.5424 0.5589 2.1555
H -1.3072 0.7114 1.2394
N 1.0223 -1.0738 1.1034
N 0.8359 0.1027 1.5958
C -0.2581 0.4062 0.7154
N -0.0201 -0.8781 0.1379
H -0.1746 1.1851 -0.2149
C -0.5731 -1.2364 -0.9273
*
```

## Properties
Frontier orbital gap (spin up / spin down) (eV): 6.722 / 7.000
HOMO (spin up / spin down) (eV): -13.8 / -14.0


<2>
DFT (ωB97M-V/def2-TZVPD) results for 2 unconnected molecules or ions with the total composition C2H5N4.

ORCA input file:
```
! RIJCOSX wB97M-V def2-TZVPD def2/J DEFGRID3
* xyz 1 1
H -2.4456 0.8336 -1.4570
N 1.3534 -0.7932 -0.0680
H 2.5134 1.9445 -0.6279
H -1.5596 0.3069 1.6808
C -1.7770 0.4061 0.6505
N 1.6967 0.3150 -0.0184
N 0.2849 -1.4817 0.0934
H 0.3600 -2.4732 -0.0951
H -0.6399 -1.0022 0.1774
N 2.3269 1.2966 0.1410
C -2.1133 0.6476 -0.4767
*
```

## Properties
Frontier orbital gap (eV): 10.072
HOMO (eV): -15.2


Computed stability ranking, most favorable first: <2>, <1>


<1>
DFT (ωB97M-V/def2-TZVPD) results for C2H3FO2 in the gas phase.

ORCA input file:
```
! RIJCOSX wB97M-V def2-TZVPD def2/J DEFGRID3
* xyz 0 1
F 1.5593 0.1644 -0.2968
C 0.4027 -0.6185 0.0174
H 0.5132 1.5271 0.0647
C -0.7405 0.2114 -0.0993
H 0.4369 -0.9111 1.2085
O -1.8106 -0.2760 -0.2430
O -0.4191 1.5316 -0.0698
H 0.0579 -1.6288 -0.5817
*
```

## Properties
Frontier orbital gap (eV): 11.679
SMILES: O=C(O)CF
HOMO (eV): -11.1


<2>
DFT (ωB97M-V/def2-TZVPD) results for C2H3FO2 in the gas phase.

ORCA input file:
```
! RIJCOSX wB97M-V def2-TZVPD def2/J DEFGRID3
* xyz 0 1
F -0.2643 0.9006 -1.8543
C -0.4831 0.1013 0.3965
H -1.4300 -0.2362 0.1318
C 0.3163 0.2086 -0.8264
O 1.4766 -0.0642 -0.8316
H 0.8268 -1.1998 0.7184
O 0.1707 -0.7157 1.3246
H -0.6129 1.0054 0.9409
*
```

## Properties
Frontier orbital gap (eV): 11.705
SMILES: O=C(F)CO
HOMO (eV): -11.2


<3>
DFT (ωB97M-V/def2-TZVPD) results for C2H3FO2 in the gas phase.

ORCA input file:
```
! RIJCOSX wB97M-V def2-TZVPD def2/J DEFGRID3
* xyz 0 1
H -1.3623 -1.0211 -0.2778
C 0.5510 -0.1603 0.3470
F 0.9780 -1.3553 0.5701
H -1.0064 0.7607 -0.9364
O 1.4649 0.7886 0.4469
H -1.5402 0.4817 0.8313
C -0.8809 0.0422 0.0039
O 1.7960 0.4636 -0.9850
*
```

## Properties
Frontier orbital gap (eV): 9.273
HOMO (eV): -9.6


Computed stability ranking, most favorable first: <2>, <1>, <3>


<1>
DFT (ωB97M-V/def2-TZVPD) results for C3H3BrO in the gas phase.

ORCA input file:
```
! RIJCOSX wB97M-V def2-TZVPD def2/J DEFGRID3
* xyz 0 1
O -0.5746 -3.0577 -0.1033
C 0.0266 -2.2340 0.4304
H 0.1919 1.0176 -0.0733
H -0.1533 -0.7650 1.7636
Br 1.4605 -2.9350 1.8520
C 0.0752 -0.9161 0.7117
H 0.6864 -0.4729 -1.1376
C 0.3563 -0.0327 -0.2192
*
```

## Properties
Frontier orbital gap (eV): 9.606
SMILES: C=CC(=O)Br
HOMO (eV): -9.9


<2>
DFT (ωB97M-V/def2-TZVPD) results for a molecular structure, C3H3BrO.

ORCA input file:
```
! RIJCOSX wB97M-V def2-TZVPD def2/J DEFGRID3
* xyz 0 1
C -0.1408 0.9298 0.4308
C 0.0903 -0.2044 -0.3155
O 0.5778 2.8336 -0.9184
Br -0.4597 3.4995 2.1190
H -0.4842 0.9970 1.4967
H -0.1653 -1.1069 0.0409
H 0.7096 -0.2833 -1.2839
C 0.2660 2.2424 0.0389
*
```

## Properties
Frontier orbital gap (eV): 7.976
HOMO (eV): -9.5


<3>
DFT (ωB97M-V/def2-TZVPD) results for 2 unconnected molecules or ions with the total composition C3H3BrO.

ORCA input file:
```
! RIJCOSX wB97M-V def2-TZVPD def2/J DEFGRID3
* xyz 0 1
H -1.7450 -0.2496 -1.2277
H -0.9551 1.5663 1.2395
C -1.6420 0.2982 -0.3858
H 0.1735 -0.4438 0.3970
C -1.1241 0.9456 0.4360
C 1.8246 -1.3124 -0.3132
O 0.6791 -1.2480 0.1365
Br 2.7890 0.4438 -0.2824
*
```

## Properties
Frontier orbital gap (eV): 9.587
HOMO (eV): -8.9


Computed stability ranking, most favorable first: <1>, <2>, <3>


<1>
DFT (ωB97M-V/def2-TZVPD) results for 2 unconnected molecules or ions with the total composition C4H10N2O2.

ORCA input file:
```
! RIJCOSX wB97M-V def2-TZVPD def2/J DEFGRID3
* xyz 1 2
H 0.6652 3.1040 -2.1463
H -0.1824 -2.6288 2.7474
N -1.6979 -1.6126 0.8795
H -0.9673 0.9050 -2.2958
H -2.2047 -2.4687 1.0607
H 0.9879 -1.7897 1.6717
C -0.8404 -0.8540 1.6943
H 0.3533 2.4898 -0.4508
C 1.0265 1.0332 -1.7148
O -0.7149 0.2977 1.2797
O 1.9742 0.2492 -1.5297
C 1.0253 2.5013 -1.3171
H 2.0642 2.7743 -1.1416
H 0.6230 -1.1308 3.2362
H -0.1284 -0.5471 -2.2172
C 0.1844 -1.6728 2.3912
N -0.0571 0.4637 -2.2600
H -2.1110 -1.1137 0.1128
*
```

## Properties
Frontier orbital gap (spin up / spin down) (eV): 9.038 / 4.184
Expectation value of S²: 0.755
HOMO (spin up / spin down) (eV): -13.3 / -13.3


<2>
DFT (ωB97M-V/def2-TZVPD) results for a molecular structure, C4H10N2O2.

ORCA input file:
```
! RIJCOSX wB97M-V def2-TZVPD def2/J DEFGRID3
* xyz 1 2
O 1.0205 0.8504 -1.5979
H -1.5741 1.1463 -1.1443
C 0.8990 -0.2003 -0.8330
O -2.7459 -0.4268 0.9564
H 0.9636 -1.1559 -1.3695
H -0.3324 1.7876 0.0348
H -3.1495 1.4894 0.4685
H 1.4157 -0.0459 1.1432
H 2.9922 -0.8079 -0.3034
C -1.1181 0.9797 -0.1339
H 2.4242 0.8282 0.1325
H -1.9108 1.3281 1.6710
N 2.5276 -1.6017 0.4950
C -2.3263 0.7814 0.7710
H -1.2387 -0.9723 0.0409
H 3.3113 -1.5770 1.1556
N -0.4626 -0.2884 -0.1519
C 2.0546 -0.1967 0.2633
*
```

## Properties
Frontier orbital gap (spin up / spin down) (eV): 5.455 / 5.145
Expectation value of S²: 0.830
HOMO (spin up / spin down) (eV): -14.2 / -14.0


Computed stability ranking, most favorable first: <1>, <2>


<1>
DFT (ωB97M-V/def2-TZVPD) results for a molecular structure, CH4N2O2S.

ORCA input file:
```
! RIJCOSX wB97M-V def2-TZVPD def2/J DEFGRID3
* xyz 0 1
N 1.0606 0.3192 0.5242
O -1.1708 1.1272 1.6041
S -0.5892 0.1030 0.8113
H 1.7405 -0.0543 1.2003
C -0.3857 0.2460 -1.0185
H -0.4964 1.3890 -1.0759
H -1.0351 -0.4453 -1.6150
O -0.9148 -1.2469 1.1657
N 0.9208 -0.1636 -0.8048
H 0.8700 -1.2744 -0.7916
*
```

## Properties
Frontier orbital gap (eV): 10.637
HOMO (eV): -10.0


<2>
DFT (ωB97M-V/def2-TZVPD) results for 2 unconnected molecules or ions with the total composition CH4N2O2S.

ORCA input file:
```
! RIJCOSX wB97M-V def2-TZVPD def2/J DEFGRID3
* xyz 0 1
H 1.1626 1.8977 -1.7864
O 1.6575 1.1525 1.6681
H 0.0593 -0.1812 1.2879
O 3.3785 1.4719 -0.0668
H -1.1872 0.1346 0.3616
N 1.2017 0.0995 -0.7194
S 2.0480 1.0959 0.2821
N 0.8367 1.5109 -0.8473
C -0.4012 -0.5359 0.4515
H -0.3786 -1.5916 0.3994
*
```

## Properties
Frontier orbital gap (eV): 9.630
HOMO (eV): -9.9


Computed stability ranking, most favorable first: <1>, <2>


<1>
DFT (ωB97M-V/def2-TZVPD) results for 3 unconnected molecules or ions with the total composition H6O3.

ORCA input file:
```
! RIJCOSX wB97M-V def2-TZVPD def2/J DEFGRID3
* xyz 0 1
H 6.7263 1.9822 -23.1758
O 7.1947 2.6616 -22.6906
O 12.1971 2.3895 -21.7719
H 7.3547 6.0140 -20.0082
H 8.0336 2.2599 -22.4646
O 7.2359 6.4778 -19.1793
H 12.5784 1.7453 -22.3684
H 6.5789 7.1472 -19.3709
H 12.7216 3.1792 -21.9044
*
```

## Properties
Frontier orbital gap (eV): 12.170
SMILES: O.O.O
HOMO (eV): -11.4


<2>
DFT (ωB97M-V/def2-TZVPD) results for 3 unconnected molecules or ions with the total composition H6O3.

ORCA input file:
```
! RIJCOSX wB97M-V def2-TZVPD def2/J DEFGRID3
* xyz 0 1
O -0.1347 3.0715 -0.8635
O -0.1744 -2.5085 0.7295
H 0.1972 -0.7980 -0.1218
H 0.2926 2.2592 -0.5666
H 0.0324 -2.1444 1.5977
H 1.4115 0.1226 -0.2914
O 0.4494 0.1265 -0.2803
H -1.0336 -2.9297 0.8332
H -1.0403 2.8006 -1.0369
*
```

## Properties
Frontier orbital gap (eV): 11.303
SMILES: O.O.O
HOMO (eV): -10.8


Computed stability ranking, most favorable first: <2>, <1>